No. 1
DFT (ωB97M-V/def2-TZVPD) results for C28H25CoN5O2 as an isolated structure in a non-equilibrium geometry.

The geometry in XYZ format:
```
61
Properties=species:S:1:pos:R:3:forces:R:3
Co -0.6451 0.3176 -0.0506 1.050 -0.237 -0.517
C 2.4090 -3.9853 4.4538 -0.147 -0.046 -0.009
C 2.0329 -3.0466 3.3499 -0.053 0.098 -0.048
C 2.5153 -3.2703 2.0616 -0.055 0.189 0.127
C 2.1815 -2.4203 1.0414 -0.137 0.092 0.196
C 1.3755 -1.2803 1.2477 -0.091 -0.311 0.575
N 1.0893 -0.4798 0.1809 -0.670 0.131 0.101
C 2.0901 -0.2207 -0.7108 0.351 0.229 -0.609
C 3.3892 0.0151 -0.2135 -0.168 0.039 -0.204
C 4.4500 0.2736 -1.0387 -0.102 -0.106 -0.166
C 4.2683 0.3371 -2.4182 -0.090 -0.026 0.042
C 5.4415 0.6181 -3.3040 -0.071 0.133 -0.025
C 2.9919 0.1693 -2.9273 0.037 0.006 0.077
C 1.8959 -0.1106 -2.1107 0.981 0.072 1.050
N 0.6343 -0.3397 -2.6818 -0.528 -0.056 -0.659
C 0.3189 -0.3810 -3.9993 -0.288 -0.026 0.098
C -1.0091 -0.7217 -4.1008 0.123 0.006 0.003
C -1.4437 -0.8611 -2.7837 0.383 -0.063 -0.065
N -0.4445 -0.6335 -1.9407 -0.791 0.392 0.568
C 0.8528 -1.0738 2.5491 0.880 -0.922 -0.822
C 1.1897 -1.9696 3.5648 0.051 -0.046 -0.059
N 0.0670 0.0534 2.8379 -0.539 0.539 0.529
C -0.4271 0.4250 4.0434 -0.103 0.236 -0.171
C -1.0465 1.6441 3.8864 0.081 -0.135 -0.049
C -0.8934 1.9491 2.5341 0.247 -0.200 0.220
N -0.2226 0.9851 1.9150 -0.696 0.280 -0.708
H 3.3856 -4.4211 4.2529 0.052 -0.045 0.106
H 1.6849 -4.7989 4.5130 0.016 -0.096 0.139
H 2.4390 -3.4755 5.4139 0.018 -0.040 0.115
H 3.1615 -4.1152 1.8732 0.042 -0.118 -0.042
H 2.5378 -2.6114 0.0392 0.018 0.047 -0.035
H 3.5296 -0.0089 0.8576 -0.016 -0.042 0.040
H 5.4360 0.4223 -0.6230 0.104 0.050 0.062
H 6.3533 0.2535 -2.8361 0.103 -0.020 -0.085
H 5.5475 1.6934 -3.4506 0.107 0.052 -0.123
H 5.3271 0.1444 -4.2758 0.064 -0.001 -0.111
H 2.8626 0.2445 -3.9958 -0.030 -0.014 -0.120
H 1.0154 -0.1544 -4.7793 0.225 -0.063 -0.005
H -1.5797 -0.8502 -4.9984 -0.064 0.011 -0.137
H -2.4208 -1.1099 -2.4221 -0.187 0.035 0.203
H 0.8054 -1.8239 4.5625 -0.020 0.047 0.118
H -0.3250 -0.1690 4.9276 0.149 -0.126 0.062
H -1.5386 2.2228 4.6408 -0.066 0.088 0.150
H -1.2215 2.8162 1.9957 -0.110 0.074 -0.245
C -4.4361 0.7482 1.8303 0.228 -0.232 -0.013
C -3.5197 0.6920 0.6250 -0.208 -0.155 0.210
O -2.5188 -0.0407 0.6917 -0.407 0.011 0.205
C -3.8316 1.5025 -0.5267 0.679 0.134 -0.385
C -5.1440 1.8893 -0.8339 -0.060 0.011 -0.098
C -5.4411 2.5962 -1.9716 -0.376 -0.054 0.222
C -4.4182 2.9440 -2.8590 0.203 -0.034 0.086
C -3.1199 2.6303 -2.5698 0.144 0.021 -0.064
C -2.7576 1.9323 -1.3816 -0.450 0.001 0.068
O -1.5250 1.7571 -1.1105 0.531 0.102 0.297
H -3.9432 0.2564 2.6647 0.020 -0.082 0.000
H -5.3830 0.2464 1.6406 -0.086 -0.012 -0.070
H -4.6432 1.7805 2.1006 -0.080 0.098 -0.065
H -5.9476 1.5698 -0.1893 -0.138 0.033 0.154
H -6.4602 2.8788 -2.1791 -0.150 -0.037 -0.064
H -4.6599 3.4641 -3.7774 0.028 0.046 -0.009
H -2.3122 2.9007 -3.2351 0.060 0.039 -0.037
```
Positions in Å, forces in eV/Å.

Properties
- multiplicity = 2
- gap between HOMO and LUMO (alpha / beta) (eV) = 6.927 / 7.099
- LUMO energy (alpha / beta) (eV) = 0.371 / 0.496

No. 2
DFT (ωB97M-V/def2-TZVPD) results for a 8-piece molecular cluster, BrH14O7 overall in a non-equilibrium geometry.

The geometry in XYZ format:
```
22
Properties=species:S:1:pos:R:3:forces:R:3
Br -0.0680 -0.7518 -0.5893 0.023 0.127 -0.203
O 3.1340 0.3862 -1.3363 -1.291 -1.416 -0.217
H 2.3810 -0.3018 -1.3153 1.583 1.480 0.233
H 3.6590 0.2612 -0.5363 -0.368 -0.100 -0.033
O -2.9650 0.6602 -1.7243 -2.289 -0.920 1.604
H -2.6780 1.2462 -2.3673 0.999 1.469 -1.846
H -2.2570 0.0752 -1.5033 1.236 -0.587 0.265
O -3.0600 -1.7358 1.1237 -1.024 -0.112 0.873
H -2.2470 -1.8568 0.6707 1.643 -0.220 -0.497
H -3.6140 -1.4138 0.4227 -0.615 0.386 -0.358
O 0.1300 2.1132 -2.6013 -1.348 2.321 -1.078
H -0.7750 2.5172 -2.6293 1.380 -0.266 0.012
H -0.0530 1.3002 -2.1843 0.039 -2.033 1.095
O 1.7410 2.1132 0.7127 2.147 0.384 -0.733
H 1.4680 1.4882 0.0557 0.015 -0.643 -1.034
H 0.9780 2.2252 1.2097 -2.134 0.514 1.630
O 1.5120 -0.0338 2.7507 0.356 -0.723 0.511
H 1.8890 -0.9208 2.6387 -0.153 0.254 0.184
H 1.0260 0.0662 1.9347 -0.262 0.230 -0.607
O 0.0210 -2.8418 1.8547 -0.972 -0.501 3.892
H -0.3930 -2.1118 2.3877 0.627 -1.022 -0.940
H 0.1710 -2.4848 1.0247 0.406 1.379 -2.754
```
Positions in Å, forces in eV/Å.

Properties
- net charge = -1
- gap between HOMO and LUMO (eV) = 9.396
- LUMO energy (eV) = 3.197

No. 3
DFT (ωB97M-V/def2-TZVPD) results for C38H37F10N6O4OsPS as an isolated structure in a non-equilibrium geometry.

The geometry in XYZ format:
```
98
Properties=species:S:1:pos:R:3:forces:R:3
Os 0.0020 0.8828 0.0365 -0.424 -2.778 0.001
C 0.1021 -0.7579 2.8686 0.217 -0.893 -0.421
N 0.0439 0.5912 2.2516 0.220 1.048 0.006
C 1.3126 1.3016 2.6923 -0.170 -0.370 -1.124
C 2.4337 1.0202 1.6620 0.750 -0.444 0.720
N 2.0167 0.9192 0.2356 0.931 -0.114 0.064
C 3.0264 0.7236 -0.7076 0.256 -0.430 0.123
C 2.8055 0.8702 -2.1047 -1.153 0.433 -0.586
F 1.5403 1.1631 -2.5817 1.067 -0.391 0.792
C 3.7594 0.6711 -3.0880 -0.580 -0.418 -1.638
F 3.4141 0.7168 -4.4042 0.260 0.324 1.629
C 5.0291 0.2246 -2.7595 0.943 0.009 -1.128
F 5.9851 -0.0139 -3.6826 -1.483 0.304 1.169
C 5.2574 -0.0438 -1.4343 2.125 -1.146 1.300
F 6.4311 -0.6746 -1.0986 -1.666 1.020 -0.371
C 4.3266 0.1850 -0.4366 -0.411 -0.623 0.573
F 4.6014 -0.3904 0.7636 -0.061 0.851 -0.848
C -1.2043 1.2535 2.7205 -0.386 1.583 -0.480
C -2.4008 1.0172 1.7578 -0.096 -0.753 -0.023
N -2.0042 0.7779 0.3251 -1.027 0.158 -0.264
C -2.9766 0.4462 -0.6324 0.033 -0.391 1.092
C -4.3523 0.1778 -0.3512 0.288 0.506 1.629
F -4.8312 0.3341 0.9145 0.419 -0.068 -1.102
C -5.2670 -0.2032 -1.2933 -1.330 -0.104 0.322
F -6.5646 -0.2917 -0.9581 1.129 -0.085 -0.298
C -4.8640 -0.4040 -2.5993 -2.183 0.707 -1.045
F -5.8188 -0.5406 -3.5559 1.540 -0.228 1.228
C -3.5573 -0.1460 -2.9323 0.460 -0.551 -2.113
F -3.2369 -0.2572 -4.2455 0.118 0.202 1.409
C -2.6344 0.2120 -1.9850 0.958 0.414 0.098
F -1.3585 0.4135 -2.4073 -0.420 0.135 0.355
H 0.2664 -0.7347 3.9818 -0.233 0.334 -1.117
H 0.9220 -1.2976 2.3927 0.068 -0.074 0.200
H -0.8034 -1.3259 2.6508 -0.037 0.173 0.077
H 1.6413 0.9311 3.6721 -0.119 0.111 -0.233
H 1.0993 2.3547 2.7645 -0.075 0.306 -0.039
H 2.9157 0.0714 1.9407 -0.222 0.224 -0.122
H 3.2252 1.7877 1.8269 -0.505 -0.413 -0.389
H -1.0283 2.3535 2.7548 0.138 -0.759 -0.046
H -1.5086 0.9545 3.7466 0.340 -0.033 -0.600
H -3.0778 1.8833 1.8247 0.159 -0.325 -0.067
H -2.9537 0.1377 2.1285 0.036 0.347 -0.284
C 1.3803 3.7355 -1.6654 0.829 -1.528 -0.773
P 0.1822 3.1022 -0.3729 0.648 4.061 -0.105
C -1.1384 4.2525 -1.0289 -0.688 -0.516 0.295
C -0.8688 5.6191 -0.9546 -0.735 0.432 -0.217
C -1.7971 6.5558 -1.4031 -0.417 0.166 -0.147
C -2.9919 6.1516 -2.0207 0.525 -0.624 0.818
C -3.2933 4.7951 -2.0576 0.335 -0.228 -0.243
C -2.3582 3.8599 -1.6010 0.116 -0.316 0.358
C 0.8986 4.0668 1.0342 0.070 0.539 -0.137
C 0.0605 4.8187 1.8719 1.524 -0.394 0.496
C 0.6272 5.5809 2.9077 -0.124 0.004 -0.299
C 2.0142 5.7198 3.0675 -0.712 -0.774 -0.449
C 2.8344 4.9630 2.2111 0.195 0.206 0.290
C 2.3020 4.1586 1.1986 -0.772 0.624 0.398
H 1.4800 4.8365 -1.6535 -0.276 -0.713 0.311
H 0.9773 3.4155 -2.6575 0.420 0.410 0.729
H 2.3980 3.2720 -1.5397 -0.948 0.587 -0.200
H 0.0421 5.9947 -0.5379 0.318 0.068 0.319
H -1.6396 7.6231 -1.2037 0.188 -0.484 -0.376
H -3.6991 6.8604 -2.4008 -0.186 0.354 -0.020
H -4.2521 4.4410 -2.4417 0.353 0.160 -0.033
H -2.5964 2.7998 -1.6948 0.022 0.279 0.128
H -0.9972 4.8251 1.7038 -0.452 -0.024 0.099
H -0.0622 6.0788 3.5769 0.133 0.259 0.000
H 2.3921 6.3977 3.8392 0.069 -0.457 -0.342
H 3.9214 4.9894 2.3365 -0.379 0.164 -0.139
H 2.9956 3.7097 0.5001 -0.095 -0.230 0.060
C 0.8610 -8.2533 2.5715 -0.402 0.140 0.353
C 0.6222 -8.5755 1.1035 0.094 -0.039 -0.485
S -0.6702 -7.5714 0.2844 -0.895 -0.630 -0.600
O -0.8316 -8.0764 -1.0881 0.298 0.975 1.861
O -1.8072 -7.4986 1.1974 0.906 0.143 -0.929
C -0.0088 -5.8314 0.1541 1.304 -0.488 0.772
C -0.6639 -4.9859 -0.9103 -0.422 0.416 0.215
N -0.1600 -3.5543 -0.8674 -0.674 0.645 -0.227
C -0.7362 -2.4222 -0.2841 1.093 -0.184 -0.100
N -0.0287 -1.3121 -0.5879 -0.435 -1.411 -0.082
C 0.9096 -1.7409 -1.5329 0.064 1.782 0.722
C 0.8503 -3.0617 -1.6869 -0.305 -0.957 -0.193
N 1.6200 -3.7435 -2.6600 -2.838 1.064 3.628
O 1.4892 -4.9921 -2.8347 0.754 -1.834 -1.123
O 2.3603 -2.9741 -3.3247 2.195 0.557 -2.293
C -2.0547 -2.4784 0.4124 0.292 0.040 0.014
H 1.6410 -8.9296 2.9637 -0.342 0.380 -0.162
H -0.0668 -8.4015 3.1596 0.537 0.017 -0.353
H 1.1766 -7.2096 2.7189 0.060 -0.330 -0.028
H 0.2773 -9.6293 0.9937 -0.025 0.813 -0.189
H 1.5254 -8.4553 0.4811 -0.330 -0.069 0.206
H 1.0707 -5.9482 -0.0911 -0.541 0.117 0.384
H -0.1494 -5.3559 1.1488 0.247 -0.491 -0.496
H -1.7460 -5.0091 -0.6879 0.382 0.317 -0.735
H -0.3646 -5.3441 -1.8993 -0.819 -0.089 0.308
H 1.5072 -1.0606 -2.1070 0.059 -0.067 0.215
H -2.7997 -2.6318 -0.3893 -0.032 0.033 0.573
H -2.2762 -1.5608 0.9819 0.183 -0.470 -0.506
H -2.0730 -3.3091 1.1125 -0.238 -0.196 -0.021
```
Positions in Å, forces in eV/Å.

Properties
- multiplicity = 5
- net charge = +2
- gap between HOMO and LUMO (alpha / beta) (eV) = 6.601 / 5.387
- LUMO energy (alpha / beta) (eV) = -6.670 / -8.624

Number 1: calculated total energy -78614.0062 eV. Number 2: calculated total energy -84605.8360 eV. Number 3: calculated total energy -106877.8200 eV.